A 20-piece molecular cluster, C52H87Cl12F15N11O16S4 overall. Source: the OMol25 dataset; level of theory: wB97M-V/def2-TZVPD.

Calculated values
**2S+1**: 1
**HOMO**: -7.23 eV
**Net charge**: -1
**Electronic energy**: -12452.812483 a.u.

Last column: Mulliken charge in e.
Positions of all 197 atoms, in Å:
N1 0.551 -2.758 -0.317  2.156
H1 -0.097 -2.985 -1.058  0.223
H2 1.468 -2.687 -0.733  -0.003
H3 0.572 -3.476 0.393  -0.120
H4 0.312 -1.814 -0.049  -0.136
C1 -0.966 -1.031 2.956  -0.299
F1 0.214 -0.699 3.400  -0.088
F2 -1.029 -2.332 2.712  0.131
F3 -1.784 -0.650 3.925  -0.054
S1 -1.516 -0.080 1.336  0.481
O1 -2.699 -0.837 0.892  -0.378
O2 -1.829 1.268 1.846  -0.293
N2 -0.192 -0.333 0.204  -0.684
S2 -0.168 1.036 -0.600  0.185
O3 -1.405 1.418 -1.298  -0.339
O4 0.321 2.205 0.195  -0.221
C2 1.226 0.705 -1.927  -0.061
F4 0.747 0.069 -3.022  -0.087
F5 1.635 1.892 -2.318  -0.025
F6 2.274 0.047 -1.298  -0.093
C3 -2.054 -5.376 1.587  0.420
F7 -1.815 -4.639 2.671  -0.076
F8 -2.871 -6.465 1.934  -0.262
F9 -2.599 -4.689 0.604  -0.064
S3 -0.288 -6.120 1.155  1.239
O5 -0.049 -7.184 2.202  -0.649
O6 -0.454 -6.645 -0.188  -0.761
N3 0.748 -4.713 1.243  -0.852
S4 1.767 -5.088 2.366  0.644
O7 1.243 -4.974 3.692  -0.494
O8 2.490 -6.275 2.081  -0.578
C4 2.951 -3.554 2.297  0.524
F10 3.461 -3.481 0.997  -0.235
F11 2.362 -2.386 2.530  -0.053
F12 3.901 -3.887 3.123  -0.200
C5 5.016 3.793 -4.691  -0.580
C6 5.141 4.133 -3.235  0.257
O9 4.158 4.374 -2.545  -0.396
N4 6.457 4.075 -2.771  -0.138
C7 6.726 3.937 -1.377  -0.826
H5 5.093 4.653 -5.357  0.384
H6 4.103 3.199 -4.666  -0.192
H7 5.778 3.077 -4.997  0.425
H8 7.122 3.602 -3.366  0.285
H9 6.699 2.897 -1.053  0.305
H10 5.985 4.430 -0.748  0.190
H11 7.684 4.402 -1.142  0.353
C8 2.347 8.103 2.973  -1.133
C9 2.355 6.590 2.998  0.783
O10 3.450 6.028 2.977  -0.627
N5 1.221 5.953 3.298  -0.049
C10 0.946 4.542 3.031  -0.448
H12 2.384 8.392 1.923  0.173
H13 3.229 8.597 3.381  0.318
H14 1.424 8.551 3.339  0.337
H15 0.489 6.634 3.439  0.193
H16 0.386 4.616 2.100  0.115
H17 0.330 4.244 3.880  0.362
H18 1.743 3.810 2.893  -0.049
C11 0.456 -5.003 -3.731  -1.497
C12 0.182 -3.605 -3.404  0.938
O11 -0.740 -3.309 -2.593  -0.956
N6 0.765 -2.666 -4.210  0.499
C13 1.752 -2.894 -5.240  -1.129
H19 -0.328 -5.335 -4.411  0.400
H20 0.310 -5.660 -2.874  0.065
H21 1.462 -5.250 -4.068  0.510
H22 0.284 -1.779 -4.151  -0.106
H23 1.622 -3.879 -5.688  0.475
H24 2.767 -2.704 -4.891  -0.117
H25 1.321 -2.297 -6.044  0.495
C14 -0.179 4.769 -3.932  -0.591
C15 0.223 3.656 -4.816  0.497
O12 -0.261 2.589 -4.680  -0.420
N7 1.324 3.850 -5.589  -0.143
C16 1.960 2.804 -6.487  -0.954
H26 0.126 4.467 -2.930  -0.050
H27 -1.263 4.737 -3.831  0.194
H28 0.218 5.771 -4.094  0.391
H29 1.811 4.725 -5.453  0.225
H30 1.282 2.697 -7.334  0.326
H31 2.074 1.853 -5.968  0.226
H32 2.956 3.078 -6.836  0.348
C17 -5.215 -2.494 -0.588  -0.439
C18 -5.886 -2.826 -1.921  0.410
O13 -6.953 -2.282 -2.212  -0.735
N8 -5.258 -3.647 -2.768  -0.064
C19 -4.040 -4.406 -2.396  -0.419
H33 -5.240 -3.322 0.121  0.397
H34 -5.869 -1.891 0.042  -0.150
H35 -4.287 -1.942 -0.742  0.348
H36 -5.507 -3.630 -3.747  0.273
H37 -3.361 -4.329 -3.245  0.234
H38 -4.394 -5.436 -2.462  0.268
H39 -3.607 -4.114 -1.440  -0.039
C20 4.439 -4.827 -2.545  -1.427
C21 3.200 -4.509 -1.709  0.581
O14 2.734 -3.376 -1.903  0.026
N9 2.579 -5.328 -0.936  1.428
C22 2.690 -6.755 -0.827  -1.146
H40 5.233 -4.112 -2.329  0.148
H41 4.144 -4.917 -3.590  0.227
H42 5.005 -5.680 -2.171  0.456
H43 1.941 -4.861 -0.308  -0.810
H44 2.991 -7.305 -1.719  0.452
H45 1.696 -7.198 -0.773  0.288
H46 3.390 -7.084 -0.059  0.381
C23 4.566 0.524 1.307  -0.170
C24 4.780 1.653 2.278  0.227
O15 5.441 1.442 3.293  -0.730
N10 4.316 2.887 2.006  0.268
C25 3.690 3.316 0.748  -0.892
H47 4.142 0.798 0.341  -0.008
H48 3.715 0.096 1.837  -0.058
H49 5.476 -0.074 1.257  0.458
H50 4.345 3.486 2.819  0.275
H51 3.762 4.395 0.606  0.274
H52 2.677 2.963 0.552  0.154
H53 4.261 2.930 -0.096  0.246
C26 -2.797 -1.346 -4.585  0.509
C27 -3.203 -0.699 -5.891  0.045
O16 -4.303 -0.925 -6.389  -0.694
N11 -2.315 0.139 -6.487  0.068
C28 -2.606 0.679 -7.774  -0.956
H54 -3.433 -1.082 -3.740  0.176
H55 -1.816 -0.988 -4.271  -0.508
H56 -2.695 -2.428 -4.671  0.190
H57 -1.475 0.414 -5.997  0.190
H58 -3.501 1.287 -7.640  0.306
H59 -2.760 -0.115 -8.505  0.291
H60 -1.841 1.330 -8.196  0.318
C29 3.572 1.901 6.111  0.232
Cl1 2.264 0.839 6.680  -0.088
Cl2 5.022 1.867 7.116  -0.182
H61 3.923 1.361 5.231  -0.182
H62 3.207 2.881 5.806  0.201
C30 -4.161 2.595 -4.239  1.235
Cl3 -5.330 3.337 -5.453  -0.222
Cl4 -4.979 2.123 -2.807  -0.062
H63 -3.774 1.653 -4.629  -0.619
H64 -3.321 3.262 -4.043  -0.337
C31 5.132 -1.403 -3.043  0.908
Cl5 5.370 0.334 -3.389  -0.096
Cl6 6.654 -2.341 -3.554  -0.218
H65 5.011 -1.378 -1.960  0.123
H66 4.354 -1.851 -3.661  -0.786
C32 -3.305 2.592 4.689  0.768
Cl7 -3.277 4.355 5.004  -0.207
Cl8 -3.717 1.707 6.170  -0.196
H67 -4.084 2.355 3.964  -0.282
H68 -2.321 2.281 4.337  -0.119
C33 -6.512 2.981 0.314  -0.074
Cl9 -8.187 3.299 0.563  -0.164
Cl10 -5.494 3.251 1.839  -0.125
H69 -6.360 1.966 -0.053  0.012
H70 -6.072 3.614 -0.456  0.332
C34 -3.763 -6.347 5.128  -0.213
Cl11 -3.754 -7.348 6.584  -0.189
Cl12 -3.306 -4.723 5.552  -0.006
H71 -3.096 -6.775 4.380  0.037
H72 -4.815 -6.313 4.844  0.346
F13 1.032 -5.884 8.728  -0.317
C35 0.668 -4.703 8.233  0.234
C36 1.138 -3.535 8.746  -0.581
C37 0.719 -2.309 8.133  -0.386
C38 -0.120 -2.318 7.043  -0.828
C39 -0.423 -3.498 6.434  0.445
C40 -0.121 -4.696 7.085  -0.322
H73 1.918 -3.592 9.490  0.401
H74 0.966 -1.321 8.491  0.363
H75 -0.379 -1.376 6.583  0.421
H76 -0.877 -3.491 5.454  0.118
H77 -0.282 -5.627 6.563  0.405
F14 -1.270 6.232 0.842  -0.254
C41 -0.430 6.895 0.010  0.284
C42 -0.638 8.286 -0.311  -0.772
C43 0.301 8.872 -1.203  -0.494
C44 1.350 8.088 -1.724  -0.517
C45 1.615 6.823 -1.294  -0.689
C46 0.666 6.211 -0.387  0.456
H78 -1.510 8.824 0.030  0.483
H79 0.257 9.861 -1.637  0.387
H80 1.948 8.576 -2.479  0.416
H81 2.374 6.238 -1.792  0.554
H82 0.845 5.188 -0.091  0.183
F15 -8.728 0.469 2.934  -0.335
C47 -7.724 -0.235 3.505  0.347
C48 -7.022 -1.177 2.738  -0.661
C49 -5.889 -1.795 3.294  0.155
C50 -5.587 -1.625 4.645  -0.558
C51 -6.414 -0.761 5.427  -0.537
C52 -7.402 -0.023 4.861  -0.559
H83 -7.321 -1.294 1.707  0.540
H84 -5.214 -2.387 2.694  0.331
H85 -4.740 -2.112 5.106  0.382
H86 -6.259 -0.636 6.488  0.419
H87 -7.999 0.615 5.495  0.434